DFT (ωB97M-V with the def2-TZVPD basis set) results for C47H52KN6O2SSb as an isolated structure at a distorted geometry.

XYZ file:
```
110
Properties=species:S:1:pos:R:3
K 13.99055 12.25039 14.60743
N 14.33887 15.01672 15.39781
C 14.41209 16.10545 16.32897
C 15.45878 15.81300 17.45975
C 15.12907 14.72563 18.47278
N 15.15434 13.40791 17.86022
C 13.75110 15.15003 19.03728
C 12.61257 15.15061 17.88886
N 12.29170 13.85833 17.23204
C 13.04401 16.31365 16.94285
H 15.16147 14.91894 14.82760
H 13.59021 15.27214 14.73145
H 11.68450 13.32675 17.88254
H 14.79233 17.00047 15.89965
H 15.60635 16.69820 18.03810
H 16.36686 15.57623 16.93035
H 15.85539 14.71308 19.33385
H 15.58862 12.72299 18.45268
H 15.59568 13.42838 16.99121
H 13.88267 16.11916 19.38062
H 13.43811 14.50936 19.90030
H 11.71411 15.50205 18.39414
H 13.20088 13.36970 17.08641
H 11.72978 14.07884 16.30941
H 13.07750 17.25685 17.51183
H 12.33333 16.42805 16.11846
S 11.02170 14.48675 14.56366
C 10.35800 12.90658 14.80068
C 8.96851 12.70222 14.74118
C 8.41482 11.42701 14.88277
C 9.32095 10.33331 15.14603
C 10.64989 10.62239 15.10292
N 11.17097 11.83953 14.99743
H 8.30388 13.56622 14.62319
H 7.34676 11.26141 14.95000
H 8.94541 9.28419 15.22682
H 11.34831 9.79311 15.23612
C 12.56713 12.26468 21.71680
C 13.75558 11.48917 21.32112
C 14.90254 11.58373 22.11216
C 15.94011 10.77461 21.80678
C 15.94202 9.87162 20.76384
C 14.75292 9.70935 20.01330
C 13.66666 10.59580 20.24665
Sb 11.98701 10.56494 18.93288
C 10.70755 9.27780 20.08554
C 11.11610 8.44968 21.11315
C 10.26703 7.52008 21.70527
C 8.99260 7.41073 21.32960
C 8.52168 8.27989 20.40538
C 9.37235 9.19710 19.69825
C 8.82806 10.09531 18.58552
C 13.02350 9.41810 17.40244
C 14.12103 10.13109 16.83137
C 14.97179 9.63236 15.88415
C 14.83834 8.28684 15.54721
C 13.80811 7.60650 16.10983
C 12.89246 8.11289 17.06858
C 11.98278 7.11849 17.70923
H 12.79914 13.14878 22.26905
H 11.86000 11.59523 22.26491
H 11.98660 12.65611 20.89558
H 15.04499 12.29357 22.98644
H 16.87379 10.88260 22.35395
H 16.85541 9.35950 20.49172
H 14.53848 8.92534 19.23364
H 12.08051 8.42893 21.43982
H 10.66053 6.93938 22.57549
H 8.29452 6.67607 21.74737
H 7.46881 8.20349 20.07681
H 7.81388 9.90278 18.27832
H 9.54574 10.17788 17.68665
H 8.83698 11.13830 18.91689
H 14.24002 11.18665 17.14010
H 15.80524 10.25945 15.60624
H 15.53992 7.72161 14.87710
H 13.75816 6.56796 15.90354
H 11.87912 6.18392 17.16523
H 10.99828 7.51745 17.91242
H 12.36727 6.89082 18.68900
O 17.41236 15.18651 14.59362
C 17.36137 14.19704 13.89684
N 17.96873 14.00812 12.68288
C 17.53691 12.70218 12.06785
C 16.78892 12.08978 13.28949
O 16.24040 10.99276 13.21736
N 16.69041 12.98169 14.30787
C 18.77654 12.07146 11.57799
C 18.90809 10.67302 11.71612
C 19.88424 9.96681 10.97252
C 20.73150 10.62035 10.05750
C 20.61685 12.02506 9.96823
C 19.65459 12.72207 10.69106
C 16.52756 12.94374 10.87892
C 16.55990 12.22518 9.70019
C 15.58585 12.28315 8.67879
C 14.43440 12.94429 8.97435
C 14.40771 13.72985 10.14982
C 15.44020 13.75965 11.11889
H 18.27264 14.86645 12.19594
H 18.34906 10.15616 12.43208
H 19.93674 8.91421 10.96036
H 21.50658 10.05847 9.47277
H 21.25346 12.62005 9.24025
H 19.54371 13.77326 10.47387
H 17.50395 11.64803 9.62382
H 15.67770 11.69744 7.76630
H 13.60483 13.06158 8.26601
H 13.45973 14.30258 10.43278
H 15.19486 14.19575 12.07554
```

Its spin multiplicity is 1. The relative energy (zero: lowest compared OMol25 entry of this formula, charge and spin) comes out at 21.0 kcal per mole. The calculation puts the orbital gap at 7.9 eV. The lowest unoccupied orbital energy is 0.24 eV. The value obtained for the total energy is -96316.9188 eV.

Atom charges from the Mulliken analysis, given in e for atoms 1 to 2:
1 K 0.8956
2 N 0.2012